A molecular structure, C55H61BCsGe2N10O7 in a non-equilibrium geometry, computed with wB97M-V/def2-TZVPD.

Results
⟨S²⟩	0.7733
net charge	-2
HOMO energy (alpha / beta)	-1.80 / -1.80	eV
Kohn-Sham gap (alpha / beta)	5.368 / 5.340	eV
E_tot	-201511.955	eV
2S+1	2
ΔE to the lowest compared entry with this formula, charge and spin	4.68	kcal per mole

Each line ends with the Löwdin charge.
Cartesian coordinates (Å):
Cs (0.353136, 0.970888, 0.261835)  1.067
C (3.545455, -5.337336, 2.046716)  -0.035
C (2.335665, -4.806165, 1.358201)  -0.285
C (1.438562, -5.599220, 0.678145)  -0.001
C (0.529671, -4.700496, 0.094257)  -0.257
N (0.851456, -3.462048, 0.415862)  0.127
N (1.966462, -3.503874, 1.191439)  0.043
B (2.341786, -2.040609, 1.639841)  -0.468
N (3.779752, -1.453436, 1.311345)  0.042
N (3.702610, -0.341003, 0.528704)  0.113
C (4.936838, 0.092108, 0.326064)  -0.261
C (5.855404, -0.722330, 1.004281)  0.000
C (5.084917, -1.681034, 1.621422)  -0.279
C (5.619819, -2.757300, 2.497624)  -0.025
C (5.212420, 1.282259, -0.492305)  -0.156
C (6.511243, 1.571148, -0.907431)  -0.048
C (6.778934, 2.695976, -1.673111)  -0.105
C (5.750157, 3.551710, -2.037491)  -0.095
C (4.453166, 3.272604, -1.627917)  -0.062
C (4.187721, 2.150383, -0.862647)  -0.022
N (1.807658, -1.623142, 3.057543)  0.037
N (1.033243, -0.508614, 3.015749)  0.070
C (0.672036, -0.228049, 4.257849)  -0.262
C (1.195635, -1.188565, 5.141329)  0.008
C (1.889977, -2.065415, 4.334132)  -0.276
C (2.504221, -3.351489, 4.774698)  -0.022
C (-0.209942, 0.913274, 4.554889)  -0.160
C (-1.044098, 1.456274, 3.576120)  -0.041
C (-1.897854, 2.505356, 3.871113)  -0.061
C (-1.926508, 3.037352, 5.152546)  -0.086
C (-1.096830, 2.512771, 6.133790)  -0.102
C (-0.246938, 1.457778, 5.837680)  -0.050
C (-0.635431, -4.970269, -0.760717)  -0.160
C (-1.376657, -3.916923, -1.295251)  -0.030
C (-2.489001, -4.166846, -2.079813)  -0.071
C (-2.878532, -5.472472, -2.349322)  -0.101
C (-2.144170, -6.527139, -1.827618)  -0.109
C (-1.031323, -6.276377, -1.038796)  -0.050
H (3.389218, -6.399875, 2.237621)  0.078
H (3.751545, -4.860577, 2.998101)  0.034
H (4.432256, -5.244548, 1.420523)  0.073
H (1.473933, -6.674077, 0.610469)  0.094
H (1.673214, -1.417666, 0.906057)  0.015
H (6.925980, -0.623272, 1.073420)  0.097
H (6.494835, -2.382236, 3.030283)  0.081
H (5.931160, -3.631291, 1.927655)  0.070
H (4.897020, -3.075744, 3.233355)  0.034
H (7.318837, 0.902055, -0.636680)  0.097
H (7.795068, 2.900449, -1.989579)  0.091
H (5.952757, 4.429722, -2.637211)  0.096
H (3.644161, 3.935458, -1.904002)  0.088
H (3.185237, 1.939162, -0.524032)  0.061
H (1.040810, -1.283442, 6.203015)  0.098
H (2.389240, -3.440612, 5.854709)  0.076
H (3.567794, -3.415151, 4.562837)  0.045
H (2.007315, -4.205889, 4.310332)  0.083
H (-1.038595, 1.035395, 2.579920)  0.026
H (-2.539393, 2.901358, 3.094294)  0.080
H (-2.592065, 3.860548, 5.379999)  0.097
H (-1.107293, 2.928652, 7.134629)  0.090
H (0.405378, 1.055961, 6.603649)  0.100
H (-1.087721, -2.898224, -1.068171)  0.091
H (-3.067423, -3.335240, -2.459286)  0.086
H (-3.759188, -5.662594, -2.950289)  0.093
H (-2.441570, -7.549933, -2.028090)  0.088
H (-0.467592, -7.105095, -0.627415)  0.095
C (-4.265639, -0.958219, -3.743347)  -0.273
Ge (-4.167020, 0.434223, -2.325377)  0.650
C (-3.385349, 2.038330, -3.193187)  -0.266
C (-6.065172, 0.949998, -2.021002)  -0.263
Ge (-2.825299, -0.171138, -0.344204)  0.734
C (-3.724128, -1.871060, 0.253900)  -0.419
C (-3.014168, -2.682794, 1.141911)  -0.154
C (-3.488141, -3.924832, 1.544565)  -0.102
C (-4.698432, -4.396677, 1.058436)  -0.121
C (-5.431623, -3.606842, 0.183667)  -0.114
C (-4.949063, -2.362809, -0.202610)  -0.139
C (-3.783432, 1.184965, 0.800151)  -0.410
C (-4.629236, 0.876460, 1.867545)  -0.116
C (-5.262149, 1.869326, 2.606212)  -0.116
C (-5.059083, 3.208526, 2.303881)  -0.136
C (-4.195016, 3.541347, 1.266075)  -0.116
C (-3.565826, 2.543097, 0.536103)  -0.157
H (-4.644200, -0.530660, -4.675521)  0.004
H (-4.939601, -1.760045, -3.435567)  -0.003
H (-3.288105, -1.394288, -3.942676)  -0.021
H (-3.679058, 2.094994, -4.244515)  0.007
H (-2.297528, 2.036510, -3.121280)  -0.018
H (-3.748315, 2.936006, -2.691705)  0.007
H (-6.488139, 1.403405, -2.921691)  0.001
H (-6.123357, 1.672730, -1.206560)  0.001
H (-6.677875, 0.087663, -1.753651)  -0.007
H (-2.041556, -2.355483, 1.497821)  0.087
H (-2.893466, -4.532833, 2.216962)  0.096
H (-5.062789, -5.375311, 1.349081)  0.086
H (-6.380279, -3.962817, -0.204959)  0.088
H (-5.542936, -1.764370, -0.884927)  0.064
H (-4.813594, -0.164674, 2.114307)  0.090
H (-5.915555, 1.592280, 3.427106)  0.090
H (-5.550247, 3.983692, 2.880518)  0.087
H (-4.000344, 4.582076, 1.030692)  0.099
H (-2.870862, 2.825485, -0.247082)  0.071
O (1.907560, 8.474124, -1.955570)  0.033
N (1.999794, 7.469984, -2.651949)  -0.371
O (2.560044, 7.464185, -3.741202)  0.036
C (1.398124, 6.250197, -2.187103)  -0.168
C (0.776702, 6.228552, -0.952312)  0.071
C (0.207713, 5.050126, -0.520573)  -0.061
C (0.118691, 3.846569, -1.315648)  -0.332
O (-0.554542, 2.862712, -0.992580)  -0.367
C (0.938066, 3.913042, -2.534322)  -0.078
C (1.512398, 5.091319, -2.963545)  0.051
N (1.252188, 2.774094, -3.280934)  -0.191
O (2.032711, 2.793614, -4.255077)  0.002
O (0.532205, 1.617643, -3.010506)  -0.075
N (-0.317544, 5.035324, 0.829266)  -0.324
O (-0.363900, 3.973070, 1.431057)  0.022
O (-0.664912, 6.100001, 1.323145)  0.054
H (0.754405, 7.107011, -0.327070)  0.127
H (2.075565, 5.106345, -3.882372)  0.121
N (2.446175, 2.673410, 2.310548)  0.036
H (2.402946, 1.679844, 2.523353)  -0.022
H (1.501994, 3.041075, 2.391704)  -0.028
H (2.989347, 3.106038, 3.049114)  0.011
C (-0.764700, -0.094512, -5.145361)  -0.058
C (0.719839, 0.228934, -5.045809)  -0.409
C (1.568724, -0.896846, -5.628398)  -0.073
C (1.128045, 0.443735, -3.594629)  -0.147
H (-1.083217, -0.158478, -6.187843)  0.080
H (-1.373543, 0.659671, -4.648323)  0.060
H (-0.975767, -1.056478, -4.671726)  0.079
H (0.932121, 1.151663, -5.588469)  0.126
H (1.432279, -1.818268, -5.056161)  0.084
H (2.629880, -0.643922, -5.613488)  0.077
H (1.280425, -1.105250, -6.659989)  0.073
H (2.211276, 0.486020, -3.465799)  0.132
H (0.719860, -0.353765, -2.967349)  0.137

Atoms 1-6, force components in eV/Å:
Cs 1.3104 -1.6886 0.9150
C 0.0828 0.0255 0.0854
C -0.0211 -0.0072 -0.0511
C 0.0554 0.0436 0.0234
C 0.0043 0.0505 0.1061
N -0.1065 -0.0045 -0.0971